## i
C8H12O2 | ωB97M-V/def2-TZVPD

Structure (ORCA input):
```
! RIJCOSX wB97M-V def2-TZVPD def2/J DEFGRID3
* xyz 0 1
C -0.9090 1.9420 0.6066
C 0.1505 1.1663 -0.1281
C -0.0698 0.7067 -1.4237
C 0.8631 -0.0997 -2.0477
C 2.0840 -0.3501 -1.4201
O 3.0648 -0.9810 -2.1636
C 2.2993 0.0722 -0.1204
C 1.3210 0.8198 0.5355
H -1.8793 1.5016 0.3292
H -1.0650 3.0221 0.5543
H -0.9149 1.7061 1.6821
H -0.9801 0.9436 -1.9659
H 0.7083 -0.5722 -3.0132
H 3.5500 -1.5689 -1.5582
H 3.2772 -0.1519 0.2992
H 1.3636 0.9165 1.6101
C -2.5073 -1.4577 1.4225
O -1.3390 -1.7169 0.6519
H -3.0384 -2.4008 1.5967
H -3.1493 -0.7556 0.9012
H -2.2659 -1.1383 2.4434
H -0.5638 -1.6038 1.2084
*
```

The gap between HOMO and LUMO comes out at 9.269 eV. Its SMILES is Cc1ccc(O)cc1.CO.

***

## ii
C8H12O2 | ωB97M-V/def2-TZVPD

Structure (ORCA input):
```
! RIJCOSX wB97M-V def2-TZVPD def2/J DEFGRID3
* xyz 0 1
C 0.5456 1.3877 -0.0774
C -1.1480 -0.7503 0.1434
C -0.7952 0.6033 0.5085
C 1.1692 2.3229 0.9334
C 1.3939 0.6740 -0.9801
C -1.7153 -0.9887 -1.2324
O -0.7896 1.6514 -0.4332
O -1.8796 -1.4426 1.0933
C 0.5136 -1.6954 0.0539
C 0.8698 -2.7996 0.4157
H -1.4089 -1.4398 1.9352
H -1.0179 0.8954 1.5308
H 1.1963 -0.6586 -0.5188
H 0.4401 2.6695 1.6627
H 1.9782 1.8242 1.4631
H 1.5843 3.1877 0.4198
H 2.4449 0.9393 -0.9746
H 0.9917 0.4886 -1.9704
H -2.6077 -0.3721 -1.3667
H -1.9677 -2.0420 -1.3389
H -1.0091 -0.7060 -2.0085
H 1.2115 -3.7490 0.7412
*
```

The gap between HOMO and LUMO comes out at 8.656 eV.

***

## iii
C8H12O2 | ωB97M-V/def2-TZVPD

Structure (ORCA input):
```
! RIJCOSX wB97M-V def2-TZVPD def2/J DEFGRID3
* xyz 0 1
C 0.1132 -1.5796 -3.0002
C 0.2794 -1.0192 -1.5812
C 1.5325 -0.3772 -1.1331
C 1.4731 0.0480 0.1374
C 0.5143 -0.4759 1.0704
O 0.7013 -0.2603 2.4625
C -0.6493 -0.9740 0.6067
C -0.7188 -1.2512 -0.7863
H -0.5855 -1.1451 -3.7634
H -0.0562 -2.6326 -2.8061
H 0.9598 -1.5149 -3.6537
H 2.3965 -0.3978 -1.8233
H 2.3750 0.5189 0.4285
H -0.2065 -0.6186 2.8424
H -1.4902 -1.1998 1.1902
H -1.6549 -1.5870 -1.0956
C -1.0089 2.3519 0.3380
O -1.5482 2.6842 1.6006
H 0.0117 2.3833 0.3350
H -1.2683 3.2197 -0.2021
H -1.5163 1.4016 -0.0670
H -1.4037 1.8444 2.1998
*
```

The gap between HOMO and LUMO comes out at 9.305 eV. Its SMILES is Cc1ccc(O)cc1.CO.

***

Relative calculated energies, zero for the most stable structure, unit kcal/mol: i 0.0; ii 120.1; iii 36.9.

***

## i
C8H12O2 | ωB97M-V/def2-TZVPD

Structure (ORCA input):
```
! RIJCOSX wB97M-V def2-TZVPD def2/J DEFGRID3
* xyz 0 1
C 2.0472 -0.2985 -0.1867
C 1.3170 0.3022 -1.1660
C 0.5233 1.5498 -0.8859
C -0.9281 1.1408 -0.4781
C -1.0369 0.1754 0.7446
C -0.2504 0.5658 2.0231
C 1.1339 -0.0800 2.1064
C 2.2230 0.3980 1.1229
O 2.1795 1.8408 0.9174
O 1.0975 2.4080 0.0842
H 2.6093 -1.2015 -0.3853
H 1.2794 -0.1917 -2.1358
H 0.4864 2.1964 -1.7738
H -1.5367 2.0250 -0.2696
H -1.3891 0.6516 -1.3103
H -2.0861 0.0932 1.0295
H -0.7486 -0.8611 0.4642
H -0.8110 0.2367 2.8733
H -0.2073 1.6605 2.0941
H 1.5022 0.1078 3.1335
H 1.0483 -1.1576 2.0815
H 3.1893 0.0803 1.5585
*
```

The gap between HOMO and LUMO comes out at 10.085 eV. Its SMILES is C1=C[C@H]2CCCC[C@@H]1OO2.

***

## ii
C8H12O2 | ωB97M-V/def2-TZVPD

Structure (ORCA input):
```
! RIJCOSX wB97M-V def2-TZVPD def2/J DEFGRID3
* xyz 0 1
C 0.1742 1.4584 -1.3526
C 1.3567 1.6786 -0.8164
C -0.5118 1.0891 -2.4195
C 0.6516 -0.4573 0.1408
C -1.2218 -2.2230 0.0955
C 0.3716 1.4865 1.8469
C 0.0081 -1.6088 -0.5411
C 0.1124 0.0438 1.4499
O 2.2152 2.4099 -0.4338
O 1.6459 0.0435 -0.3795
H -1.6414 1.2613 -2.3154
H -0.0463 0.6846 -3.2518
H -1.8422 -1.3633 0.2513
H -1.0545 -2.6964 0.9831
H -1.6927 -2.7725 -0.5631
H 1.3393 1.4304 2.1363
H -0.1276 1.9241 2.6725
H 0.3711 2.1061 1.0777
H -0.2317 -1.2660 -1.4992
H 0.6662 -2.4423 -0.6958
H -1.0170 -0.1087 1.4450
H 0.4746 -0.6782 2.1692
*
```

The gap between HOMO and LUMO comes out at 8.438 eV.

***

Relative calculated energies, zero for the most stable structure, unit kcal/mol: i 0.0; ii 29.8.

***

## i
C2H3BrClNO | ωB97M-V/def2-TZVPD

Structure (ORCA input):
```
! RIJCOSX wB97M-V def2-TZVPD def2/J DEFGRID3
* xyz 0 1
O 0.0251 -2.3096 -0.8676
C -0.6868 -1.6583 -0.1535
Cl -2.3008 -2.0265 0.2328
C -0.1406 -0.4152 0.5863
N 0.9995 0.1606 -0.0393
Br 2.5301 -0.9286 0.0926
H 0.1512 -0.6693 1.6943
H -1.0382 0.2480 0.4389
H 0.6931 0.4446 -1.0146
*
```

The gap between HOMO and LUMO comes out at 9.457 eV. Its SMILES is O=C(Cl)CNBr.

***

## ii
C2H3BrClNO | ωB97M-V/def2-TZVPD

Structure (ORCA input):
```
! RIJCOSX wB97M-V def2-TZVPD def2/J DEFGRID3
* xyz 0 1
C -1.1748 -0.0675 0.0275
C 1.0297 0.8584 0.3527
N -0.8517 -1.3075 -0.1731
O -1.9983 0.7351 0.1027
Cl 0.8840 2.6255 0.2539
Br 2.0602 -0.0272 -1.0078
H 1.4139 0.6225 1.2783
H 0.2069 -1.2847 -0.3919
H -1.5699 -2.1546 -0.4424
*
```

The gap between HOMO and LUMO (spin up / spin down) comes out at 8.172 / 8.172 eV.

***

Relative calculated energies, zero for the most stable structure, unit kcal/mol: i 0.0; ii 30.3.

***

## i
C6H14NOS | ωB97M-V/def2-TZVPD

Structure (ORCA input):
```
! RIJCOSX wB97M-V def2-TZVPD def2/J DEFGRID3
* xyz 1 1
C -0.7409 -1.5362 0.0823
C -2.2520 -1.3021 -0.0900
C -1.8839 1.3205 -0.6716
C 2.0602 -0.5691 0.6283
C 1.5089 1.5897 -0.4256
C 0.8980 0.3827 0.2285
N 0.0610 -0.5037 -0.5959
O 0.0777 0.7446 1.3705
S -2.7056 0.3729 0.4212
H -0.6371 -1.7563 1.0796
H -0.4545 -2.5640 -0.3044
H -2.6094 -1.5373 -1.1677
H -2.9788 -1.8997 0.4027
H -1.8329 2.2409 -0.2592
H -1.5685 0.8161 -1.4910
H 2.8754 -0.7271 -0.0494
H 1.7629 -1.5006 1.0124
H 2.5748 -0.1129 1.6268
H 2.5654 1.3452 -0.7003
H 0.9267 1.8965 -1.3805
H 1.4873 2.5661 0.1173
H 0.5806 -0.9033 -1.3539
H 0.2847 1.6370 1.5197
*
```

The gap between HOMO and LUMO comes out at 7.497 eV.

***

## ii
C6H14NOS | ωB97M-V/def2-TZVPD

Structure (ORCA input):
```
! RIJCOSX wB97M-V def2-TZVPD def2/J DEFGRID3
* xyz 1 1
C -2.5704 -2.2662 0.4246
C 2.8235 1.1358 -0.9568
C 1.8472 0.2955 1.4203
C 3.9443 -0.7834 0.1700
C -4.8151 -1.2794 0.5236
C 2.5075 -0.0104 0.0431
N -3.4272 -1.3584 0.3935
O 0.4848 -1.8575 -0.0850
S 1.2872 -1.0440 -0.9443
H -1.5232 -2.1278 0.3411
H -2.8662 -3.3988 0.3986
H 3.6460 1.7551 -0.7446
H 3.0487 0.6095 -1.9463
H 1.9053 1.8079 -0.9509
H 2.5204 0.9068 2.0135
H 1.7742 -0.6446 1.8807
H 0.7951 0.5301 1.5416
H 4.3023 -0.0396 0.9265
H 3.8318 -1.7863 0.5947
H 4.6803 -0.8409 -0.6333
H -5.4400 -1.2650 -0.3586
H -5.0671 -0.3592 1.0142
H -5.3204 -2.0785 1.2219
*
```

The gap between HOMO and LUMO (spin up / spin down) comes out at 8.062 / 3.339 eV.

***

Relative calculated energies, zero for the most stable structure, unit kcal/mol: i 0.0; ii 47.2.